C46H52BaClN7Se | the ωB97M-V functional and the def2-TZVPD basis

Structure (XYZ):
```
108
Properties=species:S:1:pos:R:3:forces:R:3
Ba 0.5365 -0.0208 0.9019 2.504 -1.348 1.321
C -1.1299 3.0858 6.1796 0.028 -0.007 -0.016
C -2.0307 3.4783 5.0050 -0.019 0.014 -0.005
C -1.4140 3.1589 3.6783 0.000 -0.077 0.069
C -0.7404 3.9979 2.8417 0.025 0.010 -0.066
C -0.5236 5.4711 3.0015 0.020 0.006 0.008
C -1.5427 6.3096 2.2248 -0.023 -0.021 -0.012
C -0.3161 3.1929 1.7007 -0.005 0.052 -0.066
C 0.3192 3.6813 0.5456 -0.033 -0.130 -0.019
C 0.5936 3.0187 -0.6622 -0.063 0.029 0.021
C 1.1056 3.6526 -1.8751 0.047 0.020 0.064
C 1.4920 5.0918 -2.0042 0.013 0.002 -0.004
C 0.2909 6.0168 -2.2231 -0.023 -0.014 -0.004
C 1.1357 2.6864 -2.8319 0.061 -0.064 -0.038
C 0.6431 1.4638 -2.2011 -0.058 -0.010 0.006
C 0.4354 0.2343 -2.8538 -0.051 0.005 0.100
C -0.1502 -0.9350 -2.3486 -0.043 0.101 -0.040
N -0.5660 -1.1025 -1.0726 -0.689 -0.109 -0.673
C -1.1883 -2.2959 -0.9814 -0.019 0.010 0.066
C -1.8196 -2.7865 0.1748 0.055 0.094 -0.014
C -2.0534 -2.1285 1.3922 -0.112 0.036 -0.101
N -1.7174 -0.8520 1.6665 -1.031 -0.136 0.033
C -2.1619 -0.5610 2.9079 -0.022 0.094 -0.007
C -2.0257 0.6826 3.5383 0.052 -0.023 -0.091
C -1.3903 1.8413 3.0534 -0.066 -0.027 -0.019
N -0.7050 1.9112 1.8927 -0.705 0.713 0.071
C -2.8243 -1.7351 3.4793 -0.016 0.045 0.002
C -2.7552 -2.7098 2.5377 0.070 -0.038 -0.011
C -3.2563 -4.1165 2.6196 -0.018 0.003 -0.010
C -4.6069 -4.3156 1.9248 -0.013 0.008 -0.009
C -3.4472 -1.8034 4.8368 0.015 0.000 0.025
C -4.8830 -1.2707 4.8624 0.000 0.012 -0.020
C -1.1358 -2.9682 -2.2782 0.002 -0.049 0.071
C -0.4921 -2.1231 -3.1279 0.102 -0.007 0.017
C -0.1152 -2.3619 -4.5560 -0.009 0.021 -0.022
C 1.3491 -2.7896 -4.6987 0.018 -0.008 0.026
C -1.7423 -4.3022 -2.5843 0.024 -0.011 -0.009
C -3.2493 -4.2138 -2.8411 -0.015 0.007 -0.013
N 0.3569 1.7105 -0.9056 -0.565 0.672 -0.705
C 1.5646 2.8109 -4.2595 0.013 -0.015 -0.015
C 0.3882 2.9888 -5.2242 -0.021 0.007 0.012
H -1.6086 3.2907 7.1407 -0.009 0.008 0.005
H -0.1887 3.6373 6.1383 0.001 0.002 -0.001
H -0.8839 2.0241 6.1354 -0.006 -0.004 -0.004
H -2.2561 4.5475 5.0588 -0.005 0.001 0.010
H -2.9893 2.9593 5.0980 -0.005 0.005 -0.004
H 0.4863 5.7300 2.6712 -0.003 0.008 -0.001
H -0.5742 5.7346 4.0618 0.010 0.001 0.004
H -1.4944 6.0836 1.1585 0.006 -0.010 0.001
H -1.3678 7.3803 2.3580 0.009 0.009 0.002
H -2.5565 6.0810 2.5599 -0.002 0.004 0.005
H 0.5831 4.7339 0.5679 0.005 0.011 0.004
H 2.1924 5.2050 -2.8354 0.015 0.001 0.008
H 2.0363 5.4028 -1.1085 -0.001 -0.006 0.004
H -0.2195 5.7680 -3.1560 -0.002 -0.005 0.000
H 0.5946 7.0661 -2.2685 0.012 0.004 -0.002
H -0.4353 5.9047 -1.4161 0.003 0.000 0.006
H 0.7291 0.1996 -3.8978 0.019 0.004 0.003
H -2.2048 -3.7988 0.1057 0.008 -0.015 0.003
H -2.4896 0.7713 4.5155 0.017 -0.004 0.015
H -3.3409 -4.4125 3.6687 -0.010 0.002 0.005
H -2.5158 -4.7863 2.1741 0.004 -0.005 0.003
H -5.3689 -3.6771 2.3763 0.000 0.002 0.007
H -4.9453 -5.3532 1.9925 0.008 -0.007 0.005
H -4.5421 -4.0463 0.8692 0.009 0.007 0.001
H -2.8376 -1.2344 5.5438 0.007 -0.009 0.001
H -3.4365 -2.8380 5.1910 -0.010 0.001 0.004
H -4.9145 -0.2384 4.5094 0.005 0.003 0.000
H -5.3063 -1.3028 5.8700 0.001 -0.006 0.009
H -5.5228 -1.8599 4.2023 0.000 -0.004 -0.001
H -0.2877 -1.4528 -5.1406 0.006 0.000 0.004
H -0.7675 -3.1285 -4.9853 -0.001 0.003 -0.012
H 2.0178 -2.0517 -4.2517 -0.006 0.017 0.008
H 1.6261 -2.9200 -5.7484 -0.004 -0.001 -0.008
H 1.5207 -3.7335 -4.1773 -0.002 0.001 0.005
H -1.5569 -4.9903 -1.7543 0.005 0.010 0.007
H -1.2475 -4.7388 -3.4563 -0.006 -0.007 -0.003
H -3.7556 -3.7592 -1.9881 0.004 -0.001 0.007
H -3.6885 -5.1995 -3.0174 0.009 -0.007 -0.005
H -3.4499 -3.5864 -3.7120 -0.001 0.003 0.002
H 2.1377 1.9235 -4.5442 0.001 0.004 0.004
H 2.2479 3.6577 -4.3612 0.012 -0.002 0.007
H -0.2991 2.1438 -5.1563 0.002 -0.006 0.008
H 0.7279 3.0732 -6.2599 0.010 -0.004 -0.003
H -0.1776 3.8888 -4.9745 -0.001 0.006 -0.003
N 3.6191 -0.5679 -2.4326 -0.051 -0.193 -0.093
C 4.5256 -1.5207 -2.0214 -0.161 0.085 0.001
C 5.8386 -1.5110 -2.4392 0.130 -0.052 -0.023
C 6.7454 -2.4998 -2.0154 -0.041 0.090 -0.033
C 6.3612 -3.4962 -1.1624 -0.089 0.011 0.031
C 5.0243 -3.5216 -0.6932 0.067 -0.133 0.039
C 4.5666 -4.4596 0.2662 0.100 0.014 -0.027
C 3.2892 -4.3926 0.7196 -0.195 -0.038 0.022
C 2.4226 -3.4040 0.1911 0.048 0.001 -0.079
N 2.8042 -2.5265 -0.6977 0.004 0.061 -0.046
C 4.0960 -2.5591 -1.1325 -0.036 0.100 0.071
H 4.0184 0.3620 -2.4942 0.031 0.051 -0.065
H 2.7722 -0.5662 -1.8761 0.090 -0.054 -0.052
H 6.1730 -0.7051 -3.0807 0.005 -0.003 0.004
H 7.7715 -2.4508 -2.3622 0.003 0.004 -0.005
H 7.0623 -4.2443 -0.8114 0.005 -0.015 -0.001
H 5.2615 -5.1985 0.6527 0.001 -0.003 -0.013
H 2.9167 -5.0556 1.4887 -0.003 0.009 0.006
H 1.4032 -3.3407 0.5523 -0.013 -0.005 0.015
Cl 1.0926 -2.2125 3.0159 0.079 -0.190 0.233
Se 5.2512 2.3003 -1.1433 -0.142 -0.032 0.172
C 3.9685 1.4635 -0.1433 0.095 0.189 -0.216
N 3.1180 0.9148 0.4258 0.531 0.221 0.024
```
Positions in Å, forces in eV/Å.

E_LUMO (Ha): 0.148
HOMO-LUMO gap (eV): 5.65
HOMO (eV): -1.62
Charge: -2

C46H52N2P2STc | the ωB97M-V functional and the def2-TZVPD basis

Structure (XYZ):
```
104
Properties=species:S:1:pos:R:3:forces:R:3
Tc -12.6534 -13.0702 -4.0364 -0.626 -1.111 1.909
C -16.1849 -11.1428 -6.6809 -1.154 0.124 -1.014
C -15.7446 -12.1167 -5.6131 -1.604 -0.921 0.211
C -16.3380 -13.4891 -5.9700 -0.715 0.506 1.842
C -14.2648 -12.1158 -5.6588 1.157 0.505 1.396
C -13.4748 -13.0803 -6.2745 0.400 -1.249 0.485
C -12.0141 -13.0270 -6.2191 0.537 0.572 -0.152
C -11.3057 -11.9042 -5.6585 -1.633 -0.325 0.729
C -9.8160 -11.7830 -5.6677 0.230 -1.737 0.132
C -12.1421 -11.0847 -4.8000 2.083 1.110 -1.163
C -13.5550 -11.1713 -4.8568 0.229 -0.628 -0.709
H -17.2838 -11.0701 -6.7695 0.445 -0.329 0.004
H -15.7622 -11.4100 -7.6625 -0.305 -0.371 0.239
H -15.8666 -10.1400 -6.5819 0.553 1.189 0.713
H -16.2186 -11.9377 -4.5925 1.190 0.573 -1.046
H -16.1169 -13.7209 -6.9597 0.516 -0.739 -1.786
H -17.4453 -13.4045 -5.9296 0.697 -0.251 0.242
H -15.9534 -14.2588 -5.2709 -0.408 0.136 -0.430
H -13.9758 -13.9902 -6.6596 0.607 0.771 -0.050
H -11.4295 -13.8320 -6.6854 -0.365 0.421 0.082
H -9.4402 -11.8287 -6.6768 0.029 0.849 -0.594
H -9.3695 -12.7571 -5.3426 -0.372 0.700 0.449
H -9.4203 -10.9618 -5.0730 -0.074 -0.035 -0.240
H -11.6636 -10.2423 -4.2306 -0.597 -1.019 -0.512
H -14.0815 -10.4106 -4.3635 -0.851 0.714 0.885
C -13.4432 -18.2700 3.0448 1.269 0.937 -0.866
S -12.6965 -19.4988 1.8370 0.177 1.217 0.464
C -11.7114 -18.3454 0.7828 0.767 -1.313 -0.369
C -12.5916 -17.3453 0.0907 -1.419 0.700 0.242
C -11.9158 -16.8071 -1.1477 2.524 -0.759 0.805
N -12.3042 -15.5644 -1.7927 -1.477 1.001 0.498
P -13.0988 -14.3071 -0.9135 -0.213 0.207 -3.112
C -12.3550 -14.0837 0.6221 0.954 -0.489 -0.389
C -10.9657 -14.2350 0.6750 0.492 -0.007 -0.524
C -10.2784 -13.7716 1.7530 -0.421 -0.500 -0.017
C -11.0172 -13.3741 2.8337 1.890 0.473 1.686
C -12.3516 -13.2324 2.8105 -1.222 -0.395 0.904
C -13.0419 -13.5638 1.6825 -1.474 0.569 -0.395
C -14.8565 -14.7756 -0.8168 0.666 -0.249 3.056
C -15.6993 -14.5196 -1.8604 -0.517 0.166 -0.866
C -17.0180 -14.9244 -1.7664 -1.109 -0.053 -2.235
C -17.6141 -15.5587 -0.6975 0.293 1.085 0.284
C -16.8116 -15.7301 0.4019 3.104 -0.570 0.128
C -15.3905 -15.3798 0.3744 -2.108 0.144 -1.202
P -12.3481 -15.5231 -3.4831 0.738 0.347 -0.213
C -13.6119 -16.6483 -4.0568 -1.237 -0.924 -2.973
C -14.4651 -17.4273 -3.2753 -0.172 1.075 -0.069
C -15.4393 -18.2585 -3.8699 0.304 -1.460 1.237
C -15.5584 -18.4303 -5.2369 0.347 1.611 0.433
C -14.7471 -17.6534 -6.0567 -0.284 1.588 0.007
C -13.8268 -16.7440 -5.4980 0.557 -0.553 0.547
C -10.7415 -16.3202 -3.9295 -0.536 0.376 0.425
C -10.6291 -17.2616 -4.9786 -1.103 1.391 0.918
C -9.3991 -17.7158 -5.3001 1.690 -1.265 -0.355
C -8.2777 -17.3688 -4.5480 0.824 -0.800 -0.164
C -8.3841 -16.5222 -3.4757 -0.533 1.155 0.572
C -9.6354 -15.9442 -3.1630 0.943 -1.053 -1.560
H -14.2625 -18.7492 3.5783 0.296 -0.057 0.080
H -13.8593 -17.4000 2.4622 0.274 -0.907 0.604
H -12.6180 -17.8685 3.7161 -1.221 -0.666 -0.613
H -11.1439 -18.9884 0.0631 -0.829 0.113 0.333
H -10.8700 -17.8192 1.2544 -0.417 -0.110 0.604
H -12.7475 -16.5680 0.8438 -0.207 0.149 -0.281
H -13.5956 -17.7774 -0.1355 0.705 0.215 0.068
H -11.9025 -17.6377 -1.8377 -0.206 -0.039 -0.680
H -10.8171 -16.6792 -0.9100 -0.954 -0.257 0.006
H -10.3521 -14.7141 -0.0728 -0.437 0.018 -0.540
H -9.2247 -13.8451 1.7950 0.898 -0.098 0.109
H -10.5134 -13.2231 3.7800 0.132 0.280 -0.031
H -12.8491 -13.0435 3.7381 -0.416 0.524 0.209
H -14.1144 -13.3950 1.5968 0.199 -0.072 0.184
H -15.3358 -13.9927 -2.7553 -0.225 -0.348 0.323
H -17.6528 -14.8630 -2.6590 0.330 0.485 0.220
H -18.6963 -15.7239 -0.7019 0.573 -0.408 0.023
H -17.1266 -16.3702 1.1935 -0.369 0.173 0.894
H -14.8134 -15.5403 1.2868 -0.041 -0.097 -0.506
H -14.4546 -17.1001 -2.2313 -0.261 -1.109 0.042
H -16.0410 -18.9629 -3.2574 0.245 1.068 -0.079
H -16.4320 -18.8897 -5.6496 -0.033 -0.799 -0.129
H -15.0653 -17.5415 -7.1026 0.781 -0.314 0.281
H -13.2104 -16.1604 -6.2077 -0.395 -0.167 0.557
H -11.5265 -17.5601 -5.4912 0.027 -0.222 -0.223
H -9.2021 -18.4570 -6.0733 -0.508 0.241 -0.056
H -7.3181 -17.8660 -4.7875 -0.622 0.573 0.135
H -7.5268 -16.1939 -2.8859 -0.110 -0.374 -0.211
H -9.6312 -15.2131 -2.3910 -0.496 0.475 0.551
C -10.0220 -12.1020 -1.7018 -0.298 0.486 0.383
C -11.1581 -11.2714 -1.1282 -1.138 -0.116 -0.132
C -10.8728 -10.0379 -0.5225 -1.385 -0.450 0.194
C -11.9284 -9.2377 -0.0637 -0.039 -1.048 -0.404
C -13.2507 -9.6177 -0.2189 0.567 0.121 0.536
C -13.5714 -10.8201 -0.8454 -0.779 -0.444 -0.071
C -15.0518 -11.0665 -1.1446 0.221 -0.047 -0.575
C -12.5446 -11.7035 -1.2411 1.301 1.157 -0.391
N -12.8112 -12.9755 -1.8959 -0.439 -0.753 0.227
H -10.2628 -13.1618 -1.6171 0.234 0.050 0.004
H -9.1366 -11.8423 -1.0795 -0.232 -0.411 -0.913
H -9.8885 -11.8888 -2.7920 0.220 -0.012 0.851
H -9.8751 -9.7231 -0.2760 0.411 -0.051 -0.369
H -11.7445 -8.3286 0.4401 0.420 0.845 0.470
H -13.9996 -8.9874 0.2822 0.062 -0.362 -0.717
H -15.6227 -10.1248 -1.0639 0.371 -0.394 -0.079
H -15.5626 -11.7881 -0.5001 0.261 -0.089 -0.011
H -15.1303 -11.4347 -2.1926 -0.155 0.140 0.606
```
Positions in Å, forces in eV/Å.

E_LUMO (alpha / beta) (Ha): -0.196 / -0.250
HOMO-LUMO gap (alpha / beta) (eV): 7.22 / 5.76
HOMO (alpha / beta) (eV): -12.56 / -12.56
Spin multiplicity: 4
Charge: +2